Here is a structure of composition C2H4N6 from the Open Molecules 2025 dataset. Energies are from ωB97M-V/def2-TZVPD.

Values from the calculation:
Orbital gap   9.1369 eV

The geometry in XYZ format:
```
12
Properties=species:S:1:pos:R:3:forces:R:3
C -1.36433 -0.88288 -0.50821 -4.845 1.171 4.493
C 0.56222 0.75228 -0.16560 0.193 -4.210 0.335
H -2.01788 0.40183 1.32186 -0.229 -2.806 -4.238
H -1.39131 -1.88254 -1.25276 -0.873 3.169 2.120
H 2.68631 0.82436 0.72738 -3.342 -2.905 -3.598
H -0.83013 2.38276 -0.06973 4.146 -2.518 -1.083
N -2.35829 -0.33064 0.36376 3.394 -1.007 -1.847
N -0.09496 -0.50018 -0.23558 1.288 -2.039 -0.037
N 0.74719 -1.67531 0.01078 1.869 3.403 -1.047
N 1.94192 -1.19420 0.10787 -2.977 0.344 0.411
N 1.85773 0.15733 -0.04099 4.830 4.073 3.373
N 0.26154 1.94719 -0.25877 -3.454 3.326 1.118
```
Positions in Å, forces in eV/Å.

Here is a structure of composition C41H65NP2Rh from the Open Molecules 2025 dataset. Energies are from ωB97M-V/def2-TZVPD.

Values from the calculation:
Total charge   +1
Orbital gap   6.8659 eV

The geometry in XYZ format:
```
110
Properties=species:S:1:pos:R:3:forces:R:3
Rh 0.45502 0.16868 0.21888 -0.061 0.030 0.022
C 2.01988 -4.35114 -1.47668 -0.041 0.032 -0.006
C 1.88113 -3.14903 -0.52922 -0.040 -0.043 0.030
C 1.23712 -3.63635 0.77011 0.031 0.089 0.064
P 0.90478 -1.71378 -1.17555 -0.449 0.099 -0.177
C 1.67900 -1.41190 -2.83758 0.159 -0.194 0.057
C 2.46831 -0.11224 -2.80302 0.003 0.054 -0.009
C 0.72954 -1.51047 -4.02587 0.031 0.098 -0.045
C -0.73766 -2.43273 -1.35383 -0.069 0.069 0.124
C -1.04480 -3.48434 -2.22139 0.072 -0.005 -0.023
C -2.31629 -4.01065 -2.28827 -0.025 -0.020 -0.018
C -3.29978 -3.46209 -1.46943 -0.006 -0.095 -0.099
C -3.02173 -2.43874 -0.59363 0.090 0.089 0.122
C -1.71510 -1.90912 -0.48056 0.243 -0.141 -0.253
N -1.35794 -0.89088 0.38565 -0.007 -0.188 0.114
C -2.42357 -0.16875 0.95786 0.067 0.332 -0.068
C -3.31897 -0.70678 1.87800 0.095 0.060 -0.061
C -4.31062 0.09684 2.41164 -0.041 -0.024 0.096
C -4.40779 1.43160 2.05002 -0.074 0.104 0.002
C -3.53498 1.96756 1.11478 -0.003 -0.033 -0.104
C -2.54870 1.16574 0.54720 0.036 -0.239 0.031
P -1.30227 1.53391 -0.74162 -0.164 -0.081 0.116
C -1.42491 3.38278 -1.04836 -0.030 -0.034 -0.161
C -1.23247 4.31888 0.14822 0.057 0.044 0.067
C -2.75201 3.76432 -1.73781 -0.008 -0.025 0.050
C -1.89478 0.77725 -2.33614 0.034 -0.025 0.067
C -3.39901 0.54929 -2.48578 0.006 -0.030 0.103
C -1.28220 1.49029 -3.54292 0.097 -0.065 -0.085
H 2.84853 -4.96926 -1.12842 0.000 -0.010 0.010
H 2.22374 -4.09682 -2.51697 0.015 0.012 0.041
H 1.12388 -4.96903 -1.44411 -0.023 0.017 -0.040
H 2.88626 -2.75761 -0.35374 -0.018 0.044 0.012
H 0.28616 -4.11917 0.54452 -0.018 -0.019 -0.006
H 1.03376 -2.82598 1.47072 0.005 -0.005 -0.071
H 1.88083 -4.36692 1.26232 0.003 -0.006 0.019
H 2.42090 -2.20759 -2.93612 -0.048 -0.005 -0.020
H 1.84186 0.74084 -2.54164 -0.038 -0.010 -0.037
H 2.93648 0.07426 -3.77127 0.007 0.002 -0.010
H 3.25995 -0.17487 -2.05634 0.015 0.029 0.020
H -0.14215 -0.87734 -3.89680 -0.114 0.089 -0.021
H 0.37182 -2.52359 -4.19087 0.051 0.052 -0.029
H 1.24906 -1.18798 -4.93019 0.005 0.008 0.007
H -0.27551 -3.88176 -2.86972 -0.053 -0.035 0.062
H -2.54849 -4.81484 -2.97176 0.011 -0.008 -0.004
H -4.31331 -3.83919 -1.52083 -0.007 -0.010 -0.002
H -3.83057 -2.04888 0.00414 0.035 0.015 0.007
H -3.21296 -1.73645 2.19291 0.035 -0.009 -0.003
H -4.99703 -0.31442 3.14030 -0.009 -0.001 -0.001
H -5.16832 2.05875 2.49501 -0.005 0.009 -0.012
H -3.64554 3.00479 0.84200 -0.025 0.036 -0.050
H -0.63249 3.59259 -1.77088 -0.065 -0.089 0.060
H -1.99935 4.18807 0.90999 0.044 -0.019 -0.006
H -1.31118 5.34397 -0.21711 -0.020 0.015 0.014
H -0.26490 4.24476 0.63605 -0.016 0.080 -0.113
H -3.63025 3.36869 -1.23747 -0.064 -0.034 0.095
H -2.79212 3.44188 -2.77128 -0.126 0.046 0.079
H -2.83666 4.85200 -1.73871 0.004 0.003 0.007
H -1.44377 -0.21524 -2.27843 0.009 0.018 -0.025
H -3.95692 1.45971 -2.68531 0.003 0.130 0.006
H -3.82239 0.07544 -1.59981 0.007 0.022 -0.028
H -3.56160 -0.12901 -3.32588 0.004 0.004 -0.011
H -1.68553 2.48884 -3.69430 0.124 -0.142 -0.071
H -1.50348 0.92105 -4.44645 0.015 -0.045 -0.018
H -0.19583 1.57287 -3.46648 0.028 -0.012 0.016
C 0.90634 1.94781 1.34512 0.461 0.303 0.298
C 0.96143 1.04552 2.45831 0.146 -0.147 -0.283
C 1.99733 0.09974 2.14855 -0.373 0.175 -0.028
C 2.55255 0.50450 0.86820 -0.086 0.259 0.120
C 2.01006 1.73583 0.43385 -0.098 -0.368 0.193
C 2.73937 2.83135 -0.33598 0.142 0.050 0.033
C 3.09258 3.87582 0.74785 -0.014 0.034 -0.086
C 1.92582 3.52214 -1.42832 0.043 -0.089 -0.002
C 4.06999 2.35406 -0.93257 -0.046 0.046 -0.037
C 2.77548 -0.87477 3.03212 0.209 -0.044 -0.090
C 3.78009 -0.04781 3.86663 -0.001 0.008 -0.015
C 3.66727 -1.79401 2.18032 -0.104 0.032 -0.053
C 1.91310 -1.73838 3.95014 -0.031 -0.007 0.072
C 0.13165 1.34037 3.71949 -0.168 0.021 -0.069
C -0.86452 0.23742 4.07910 -0.015 -0.029 0.009
C -0.69474 2.62282 3.51010 -0.042 -0.087 -0.027
C 1.03456 1.62992 4.92715 0.052 -0.016 0.021
H 0.29167 2.82403 1.34844 0.060 -0.108 0.028
H 3.40029 0.01278 0.42244 0.008 0.022 -0.085
H 2.20421 4.24196 1.26422 -0.015 0.018 -0.008
H 3.58955 4.73121 0.28741 0.014 -0.010 -0.007
H 3.76835 3.45237 1.49254 -0.006 -0.029 0.027
H 1.11514 4.11254 -1.00891 0.018 -0.003 0.036
H 1.51545 2.80276 -2.14039 0.001 0.031 0.034
H 2.57061 4.20744 -1.98039 0.016 0.016 0.000
H 4.64302 1.74090 -0.23687 -0.006 -0.001 0.031
H 4.67715 3.23206 -1.15689 0.004 0.000 -0.030
H 3.94428 1.80997 -1.86471 -0.048 -0.065 0.003
H 4.44863 0.50997 3.20798 -0.003 0.017 -0.011
H 4.39323 -0.73372 4.45391 0.009 -0.009 0.007
H 3.31785 0.65581 4.54763 -0.056 0.008 0.014
H 4.49860 -1.24399 1.73830 0.016 -0.006 -0.019
H 3.10989 -2.27263 1.38733 0.029 -0.038 0.065
H 4.09597 -2.57314 2.80939 0.012 0.018 0.042
H 1.48106 -1.16512 4.76495 0.004 0.005 0.015
H 2.53330 -2.51526 4.39890 -0.004 -0.001 0.007
H 1.09772 -2.22283 3.41318 0.034 -0.015 0.002
H -1.63701 0.16871 3.32085 -0.010 -0.008 -0.021
H -1.34955 0.49268 5.02350 0.000 -0.011 0.018
H -0.40851 -0.74092 4.18912 0.021 -0.002 -0.023
H -1.40639 2.51787 2.69059 0.012 -0.006 -0.026
H -0.06384 3.49473 3.32810 0.024 0.025 0.033
H -1.27040 2.81760 4.41502 -0.004 -0.014 0.008
H 1.50585 0.73871 5.32960 0.008 -0.012 -0.012
H 0.41365 2.04545 5.72160 -0.004 0.012 0.008
H 1.80727 2.36404 4.69231 0.015 0.001 -0.023
```
Positions in Å, forces in eV/Å.

Here is the molecule C3H5P from the Open Molecules 2025 dataset. Energies are from ωB97M-V/def2-TZVPD.

Values from the calculation:
Orbital gap   9.7432 eV

The geometry in XYZ format:
```
9
Properties=species:S:1:pos:R:3:forces:R:3
C 0.19762 0.42834 -0.45261 -0.641 -1.585 0.783
C -0.14355 0.68351 0.99816 -0.062 -2.228 -2.900
C -0.16056 -0.72989 0.39495 -0.118 -0.107 -0.258
P 0.46359 0.89864 -1.99579 0.232 1.602 -0.322
H 0.63547 0.77880 1.67282 1.124 0.739 1.305
H -1.10436 1.01774 1.15448 -1.650 1.476 0.670
H -0.93254 -1.49972 0.24200 -0.555 1.302 -0.141
H 0.63042 -1.30000 0.76686 1.748 -0.640 0.343
H 0.41393 -0.27742 -2.78088 -0.077 -0.559 0.519
```
Positions in Å, forces in eV/Å.

Here is a structure of composition C47H54AsCoN6O5S2 from the Open Molecules 2025 dataset. Energies are from ωB97M-V/def2-TZVPD.

Values from the calculation:
Spin multiplicity   5
Orbital gap (alpha / beta)   8.2495 / 6.0475 eV
Expectation value of S²   6.035

The geometry in XYZ format:
```
116
Properties=species:S:1:pos:R:3:forces:R:3
Co -0.45011 1.34213 -0.54837 -0.667 0.998 0.273
O -1.76574 3.69416 1.32640 -0.434 0.002 0.115
C -1.34023 2.74887 1.94453 -0.199 0.061 0.640
C -1.60187 2.48243 3.43093 -0.056 0.155 -0.008
C -0.81478 1.21943 3.72315 0.026 -0.046 -0.127
C -0.18201 0.89241 2.37840 0.016 0.105 0.568
O 0.55236 -0.07981 2.19053 0.081 -0.130 0.236
N -0.49491 1.79031 1.44162 0.109 -0.334 -0.496
H -2.67181 2.37077 3.59964 -0.039 0.080 -0.077
H -1.26014 3.34425 4.00667 -0.067 0.026 -0.028
H -1.43623 0.38182 4.04150 0.036 -0.038 -0.004
H -0.03047 1.35371 4.46986 0.015 -0.065 -0.036
N 0.66291 2.54631 -3.08879 0.266 0.041 -0.319
C 0.39107 3.35948 -4.11990 -0.223 -0.028 0.075
C -0.79070 4.00042 -3.82356 0.109 -0.123 -0.015
C -1.16120 3.52062 -2.56541 0.025 0.034 -0.251
N -0.26817 2.63946 -2.13494 -0.004 -0.238 0.242
H 1.48842 1.98561 -2.93059 -0.059 0.061 0.049
H 1.02568 3.40922 -4.98268 0.161 0.022 -0.069
H -1.31455 4.71243 -4.42611 -0.063 0.158 -0.100
H -2.03471 3.74909 -1.98109 -0.165 -0.108 0.191
O -3.83855 2.86713 -1.00734 -0.096 0.406 -0.319
C -3.53872 1.87458 -0.36762 -0.589 -0.231 0.302
O -2.45772 1.20378 -0.44146 0.969 -0.259 -0.158
C -4.54085 1.25572 0.59176 0.041 0.126 -0.173
C -4.10958 0.43302 1.62488 -0.007 0.013 -0.016
C -5.02996 -0.19307 2.44732 0.038 -0.063 0.071
C -6.38617 -0.01612 2.22769 -0.084 -0.049 0.078
C -6.81956 0.81290 1.20585 -0.118 0.002 -0.050
C -5.90084 1.45787 0.39355 0.075 -0.018 0.080
H -3.04749 0.27109 1.75966 0.041 -0.026 -0.040
H -4.69468 -0.83995 3.24611 0.044 -0.041 0.068
H -7.10486 -0.53270 2.84946 -0.042 0.009 0.041
H -7.87994 0.94164 1.03695 -0.049 0.041 -0.021
H -6.22142 2.10669 -0.40910 0.031 0.045 -0.037
C 5.39908 -3.38381 2.00433 -0.053 0.015 -0.027
C 4.05366 -2.97590 1.47799 0.031 0.081 -0.015
C 3.91573 -2.28487 0.28786 -0.041 -0.081 0.089
C 2.66818 -1.92346 -0.21717 -0.142 0.057 -0.201
C 2.63295 -1.22067 -1.54223 -0.116 0.053 -0.062
C 1.52010 -2.26933 0.49523 -0.186 0.312 0.060
As -0.36939 -1.74149 0.09055 0.116 -1.576 0.284
N -0.31979 -0.52404 -1.25970 0.353 0.255 -0.298
C -0.75303 -0.85912 -2.50807 -0.099 -0.261 -0.615
C -0.33472 -2.05902 -3.11443 0.136 -0.170 0.035
C -0.73235 -2.40353 -4.38509 0.117 -0.138 -0.133
C -1.56118 -1.56093 -5.11119 -0.032 0.050 0.142
C -1.99454 -0.37608 -4.52962 -0.100 0.096 -0.173
C -1.60689 -0.02592 -3.25509 0.057 0.323 0.169
C -1.23682 -3.35441 -0.77953 0.042 0.231 0.312
C -2.59571 -3.17214 -1.06545 -0.128 0.013 0.086
C -3.33134 -1.87650 -0.88049 0.137 0.037 0.089
C -3.34594 -4.21817 -1.58921 0.119 -0.115 -0.009
C -2.80602 -5.46930 -1.81406 -0.064 0.176 0.053
C -3.66621 -6.59101 -2.31343 0.076 0.027 0.052
C -1.45853 -5.64090 -1.53384 -0.011 0.087 -0.010
C -0.66575 -4.61099 -1.03885 0.132 -0.128 0.018
C 0.79587 -4.91684 -0.84900 -0.062 0.016 -0.097
C 1.64811 -2.94718 1.71651 -0.122 0.014 0.000
C 0.43304 -3.28936 2.52279 -0.108 0.093 -0.013
C 2.90218 -3.29645 2.18572 0.051 0.075 -0.142
H 6.19830 -3.06916 1.33641 0.057 -0.003 -0.020
H 5.43720 -4.46768 2.10192 0.122 -0.069 0.042
H 5.58255 -2.95599 2.99077 0.027 -0.007 0.033
H 4.79768 -2.01503 -0.27953 0.087 -0.002 -0.067
H 3.59564 -0.76148 -1.75961 0.036 0.027 -0.002
H 1.87477 -0.43954 -1.54178 0.220 -0.120 -0.142
H 2.41118 -1.92332 -2.34735 -0.008 -0.049 -0.056
H 0.32377 -2.71170 -2.56426 0.088 0.015 -0.071
H -0.39009 -3.33447 -4.81706 0.032 -0.020 -0.004
H -1.87031 -1.82593 -6.11059 -0.039 -0.018 -0.090
H -2.64829 0.28185 -5.08395 -0.070 0.061 0.015
H -1.98716 0.87245 -2.79082 -0.062 0.035 -0.026
H -2.72422 -1.09924 -0.42246 -0.275 0.094 -0.046
H -4.21745 -2.02845 -0.26387 -0.014 0.036 0.055
H -3.66818 -1.51329 -1.85193 -0.001 0.124 -0.013
H -4.38399 -4.03680 -1.83097 -0.157 0.032 0.012
H -4.57261 -6.19771 -2.76917 -0.052 -0.067 -0.038
H -3.95389 -7.23545 -1.48158 -0.052 -0.067 -0.018
H -3.13887 -7.20177 -3.04240 0.017 -0.075 -0.072
H -1.00387 -6.60293 -1.72827 0.108 -0.101 -0.003
H 1.08190 -5.76136 -1.47190 0.007 -0.077 -0.030
H 1.02147 -5.17773 0.18430 0.080 0.053 0.090
H 1.41746 -4.06743 -1.11646 0.108 -0.053 -0.002
H -0.31158 -3.80430 1.91027 -0.045 -0.103 0.088
H -0.01572 -2.36211 2.88405 -0.070 -0.042 0.086
H 0.68385 -3.91892 3.37258 -0.008 -0.059 0.040
H 2.99778 -3.82516 3.12315 -0.081 -0.097 0.149
C -0.30581 6.24159 0.91639 -0.098 -0.670 -0.313
S 0.40016 4.79762 0.01135 0.676 0.871 1.313
O 0.89698 5.38417 -1.24175 0.346 0.321 -1.135
C 1.86895 4.68262 1.09265 -0.342 -0.061 0.063
C 3.08673 5.16265 0.65114 -0.250 0.149 -0.211
C 4.22256 4.94767 1.41013 0.052 -0.018 0.009
C 4.14115 4.24140 2.59901 0.062 -0.012 0.102
C 2.91485 3.77192 3.04337 0.020 0.028 0.078
C 1.77509 3.99827 2.29234 0.040 0.130 0.052
H 0.29119 7.10663 0.65178 0.194 0.031 -0.066
H -0.30647 6.06658 1.98463 -0.029 -0.082 0.161
H -1.32362 6.34669 0.55982 -0.167 0.063 -0.025
H 3.11750 5.67723 -0.29847 0.046 0.016 -0.123
H 5.17812 5.31007 1.06275 0.118 0.087 -0.032
H 5.03293 4.06192 3.18327 0.067 -0.012 0.054
H 2.85386 3.21149 3.96566 -0.031 -0.015 0.090
H 0.81833 3.62790 2.62137 -0.022 -0.041 0.094
C 5.83389 1.02895 1.14406 -0.139 -0.049 0.163
N 4.77351 1.58540 0.33763 0.197 -0.116 0.096
C 3.46108 1.41173 0.56828 0.150 -0.117 -0.004
N 3.06379 0.76652 1.65887 0.411 -0.089 -0.087
S 2.37820 2.04156 -0.54997 -0.588 0.081 -0.495
H 6.78314 1.19089 0.64069 -0.001 0.008 0.014
H 5.68627 -0.04836 1.26158 0.079 -0.008 0.021
H 5.87902 1.48867 2.13617 0.021 0.026 -0.005
H 5.00594 2.17931 -0.43990 -0.120 -0.047 -0.001
H 3.72449 0.30978 2.26434 0.082 0.002 -0.007
H 2.08766 0.47749 1.73926 -0.058 -0.053 0.006
```
Positions in Å, forces in eV/Å.

| no. | maximum force (hartree/bohr) |
| --- | --- |
| 1 | 0.13928 |
| 2 | 0.01219 |
| 3 | 0.07112 |
| 4 | 0.03335 |